(P)
Density functional theory data (ωB97M-V/def2-TZVPD) for 2 unconnected molecules or ions with the total composition C7H13O.

Each line ends with the Löwdin spin population.
Geometry (Å):
C 1.811 -1.008 -2.347  0.0036
O 1.403 -2.161 -2.923  0.0174
C 0.644 -0.143 -1.735  0.0739
C 0.582 -0.033 -0.222  0.0879
C -0.530 1.006 0.274  0.0201
C -2.179 -0.242 1.780  0.0526
C -1.064 0.598 1.650  0.0067
C -0.216 1.002 2.687  0.0193
H 2.455 -1.002 -1.413  0.0005
H 2.303 -0.381 -3.137  0.0014
H 0.697 0.929 -2.061  0.0021
H -0.204 -0.517 -2.321  0.0349
H 0.292 -0.858 0.436  0.0330
H 1.563 0.193 0.225  0.0027
H -1.337 0.743 -0.413  0.0190
H -0.148 2.024 0.215  0.0004
H -2.378 -0.612 2.774  0.0020
H -2.890 -0.280 0.982  0.0011
H -1.018 -1.341 -0.754  0.6167
H 0.755 1.451 2.640  0.0026
H -0.542 0.631 3.662  0.0018

Results
- total charge = -2
- E_HOMO (alpha / beta) (eV) = 1.48 / 1.54
- ⟨S²⟩ = 0.75
- lowest unoccupied orbital energy (alpha / beta) (eV) = 6.91 / 6.81
- gap between HOMO and LUMO (alpha / beta) (eV) = 5.4 / 5.3
- multiplicity = 2

(Q)
Density functional theory data (ωB97M-V/def2-TZVPD) for 2 unconnected molecules or ions with the total composition C7H13O.

Each line ends with the Löwdin spin population.
Geometry (Å):
C 2.319 -0.771 -1.163  0.0075
O 3.391 -0.414 -0.412  0.0113
C 0.936 0.165 -0.996  0.0196
C 0.438 0.180 0.410  0.2718
C -0.758 1.125 0.539  0.0277
C -2.393 -0.163 -0.742  0.0033
C -2.003 0.285 0.592  0.0148
C -2.313 -0.061 1.941  0.0086
H 1.910 -1.752 -0.945  0.0086
H 2.416 -0.749 -2.341  -0.0004
H 0.068 -0.339 -1.481  0.0048
H 1.234 1.049 -1.526  0.0112
H 1.282 0.462 1.061  0.0032
H 0.113 -0.871 0.740  0.1729
H -0.752 1.622 1.455  0.0022
H -0.790 1.730 -0.369  0.0085
H -3.211 -0.765 -1.081  0.0000
H -1.794 0.266 -1.563  0.0006
H 0.023 -1.759 0.865  0.4244
H -1.720 0.360 2.762  -0.0002
H -3.268 -0.501 2.228  -0.0006

Results
- total charge = -2
- E_HOMO (alpha / beta) (eV) = 1.49 / 1.48
- ⟨S²⟩ = 0.75
- lowest unoccupied orbital energy (alpha / beta) (eV) = 6.94 / 6.90
- gap between HOMO and LUMO (alpha / beta) (eV) = 5.5 / 5.4
- multiplicity = 2

Quick one: least stable of them? (Q)

(P)
Density functional theory data (ωB97M-V/def2-TZVPD) for a molecular structure, C6H16N2O.

Each line ends with the Löwdin charge.
Geometry (Å):
C 0.728 0.113 -0.198  -0.5661
C -1.200 0.371 -0.333  -0.4588
C 0.518 -1.183 0.491  -0.1351
C -1.404 1.753 -0.955  -0.0673
C -2.105 0.266 0.889  -0.0590
C 2.140 -1.782 0.899  -0.0570
N 1.243 -0.005 -1.490  0.0949
N 1.406 1.115 0.505  0.0954
O -1.593 -0.574 -1.346  -0.0565
H -2.301 -1.185 -1.086  0.0980
H 2.397 1.168 0.308  0.0836
H 2.214 0.241 -1.611  0.0827
H 0.645 0.492 -2.148  0.0759
H 1.238 1.092 1.503  0.0883
H 0.107 -1.972 -0.133  0.1009
H 0.094 -1.130 1.489  0.0856
H -1.094 2.558 -0.283  0.0781
H -2.460 1.929 -1.216  0.0841
H -0.861 1.864 -1.899  0.0686
H -1.831 1.001 1.652  0.0886
H -2.097 -0.734 1.330  0.0711
H -3.164 0.402 0.617  0.0899
H 1.994 -2.814 1.229  0.0385
H 2.826 -1.769 0.050  0.0401
H 2.559 -1.217 1.736  0.0358

Results
- E_HOMO (eV) = -7.84
- lowest unoccupied orbital energy (eV) = 0.85
- gap between HOMO and LUMO (eV) = 8.7

(Q)
Density functional theory data (ωB97M-V/def2-TZVPD) for C6H16N2O in the gas phase.

Each line ends with the Löwdin charge.
Geometry (Å):
C -0.196 -1.085 1.712  -0.4849
C -0.587 0.011 -1.224  -0.4258
C 1.145 1.491 -0.251  -0.0773
C 1.173 -1.214 2.374  -0.0371
C -1.434 1.194 -1.715  -0.0621
C 0.212 -0.602 -2.373  -0.0608
N 0.308 0.318 -0.114  -0.2270
N -0.302 0.269 1.161  -0.0048
O -1.253 -1.347 2.583  -0.0134
H -1.146 -0.788 3.362  0.0954
H -1.283 0.552 1.137  0.1173
H -0.289 -1.841 0.916  0.1414
H -1.269 -0.762 -0.846  0.1349
H 1.775 1.547 0.635  0.0801
H 0.586 2.433 -0.337  0.0782
H 1.778 1.368 -1.126  0.0782
H 1.253 -0.498 3.193  0.0787
H 1.937 -1.005 1.639  0.0679
H 1.314 -2.223 2.762  0.0776
H -2.198 0.838 -2.401  0.0770
H -1.927 1.689 -0.880  0.0720
H -0.816 1.921 -2.236  0.0721
H -0.464 -1.015 -3.118  0.0763
H 0.835 0.146 -2.856  0.0690
H 0.850 -1.396 -1.997  0.0773

Results
- E_HOMO (eV) = -8.57
- structure (SMILES) = CC(C)N(C)N[C@@H](C)O
- lowest unoccupied orbital energy (eV) = 0.99
- gap between HOMO and LUMO (eV) = 9.6

Quick one: least stable of them? (P)

(P)
Density functional theory data (ωB97M-V/def2-TZVPD) for 3 unconnected molecules or ions with the total composition C6H16N2O.

Each line ends with the Löwdin charge.
Geometry (Å):
C -1.837 0.097 0.528  -0.2722
C -1.542 1.555 0.564  -0.0667
C -1.564 -0.264 -2.273  -0.0753
N -1.086 -0.722 1.162  0.0734
H -2.811 -0.206 0.135  0.1096
H -1.366 -1.698 1.126  0.0824
H 0.449 -0.502 1.425  0.1429
H -1.427 1.887 1.597  0.0877
H -2.320 2.129 0.070  0.0733
H -0.590 1.722 0.051  0.0647
H -1.222 -0.305 -3.305  0.0166
H -1.861 -1.269 -1.986  0.0166
H -2.419 0.403 -2.244  0.0187
C 2.236 0.996 1.533  -0.1113
C 1.507 -0.504 -0.339  -0.5513
N 1.402 -1.799 -0.802  0.1535
C 1.734 -0.371 1.103  -0.2231
O 0.995 0.406 -1.022  -0.0541
H -0.574 0.061 -1.748  0.0221
H 1.694 -2.560 -0.213  0.0937
H 1.142 -1.912 -1.770  0.1035
H 2.358 -1.176 1.488  0.0967
H 2.147 1.126 2.617  0.0690
H 3.292 1.140 1.276  0.0722
H 1.662 1.767 1.027  0.0574

Results
- E_HOMO (eV) = -8.71
- structure (SMILES) = [H]/N=C/C.CCC(N)=O.C
- lowest unoccupied orbital energy (eV) = 0.90
- gap between HOMO and LUMO (eV) = 9.6

(Q)
Density functional theory data (ωB97M-V/def2-TZVPD) for a molecular structure, C6H16N2O.

Each line ends with the Löwdin charge.
Geometry (Å):
C -1.815 0.830 -0.775  -0.2464
C -1.660 1.301 -2.211  -0.2076
C -0.932 -0.644 1.558  0.0894
H -2.390 -0.090 -0.722  0.0427
H -2.331 1.562 -0.156  0.0424
H -0.988 2.158 -2.266  0.0533
H -2.621 1.586 -2.650  0.0540
H -1.221 0.520 -2.834  0.0526
H -1.203 -1.689 1.515  0.0173
H -1.805 -0.028 1.430  -0.0061
H -0.339 -0.357 2.414  0.0105
C 0.842 -1.621 -0.839  -0.0201
C 1.430 0.376 0.623  -0.4515
C 1.117 -1.004 0.504  -0.3531
N 1.983 0.800 1.812  0.1441
N 0.903 1.202 -0.264  0.0670
O 1.780 -1.830 1.403  0.0162
H 1.408 -2.718 1.342  0.1119
H 2.376 1.727 1.832  0.1001
H 2.487 0.106 2.340  0.0909
H -0.478 0.970 -0.436  0.0714
H 1.114 2.178 -0.080  0.0784
H 0.145 -2.457 -0.748  0.0861
H 1.771 -1.999 -1.275  0.0911
H 0.428 -0.881 -1.516  0.0655

Results
- E_HOMO (alpha / beta) (eV) = -7.64 / -7.64
- lowest unoccupied orbital energy (alpha / beta) (eV) = 0.29 / 0.29
- gap between HOMO and LUMO (alpha / beta) (eV) = 7.9 / 7.9

Quick one: least stable of them? (Q)

(P)
Density functional theory data (ωB97M-V/def2-TZVPD) for C6H16N2O in the gas phase.

Each line ends with the Löwdin charge.
Geometry (Å):
C 0.550 0.237 0.173  -0.5884
C -1.892 0.091 0.610  -0.2093
C -0.764 -1.734 -0.601  -0.1046
C 1.043 0.633 1.569  -0.0086
C 2.981 -0.105 -0.453  -0.1306
C -2.683 0.593 -0.599  -0.0930
N -0.588 -0.629 0.316  -0.1442
N 1.606 -0.557 -0.570  -0.0411
O 0.287 1.400 -0.609  -0.0037
H -0.118 2.081 -0.064  0.0912
H 1.346 -0.507 -1.552  0.1066
H -2.491 -0.639 1.164  0.1104
H -1.687 0.921 1.289  0.0964
H -0.925 -1.428 -1.642  0.0840
H 0.113 -2.375 -0.543  0.0762
H -1.624 -2.311 -0.260  0.0865
H 1.402 -0.254 2.081  0.0911
H 0.233 1.068 2.150  0.0731
H 1.833 1.377 1.498  0.0787
H 3.097 0.977 -0.601  0.0798
H 3.581 -0.625 -1.199  0.0794
H 3.362 -0.371 0.532  0.0726
H -3.035 -0.239 -1.203  0.0637
H -3.555 1.153 -0.262  0.0709
H -2.073 1.242 -1.223  0.0627

Results
- E_HOMO (eV) = -8.31
- structure (SMILES) = CCN(C)[C@](C)(O)NC
- lowest unoccupied orbital energy (eV) = 0.88
- gap between HOMO and LUMO (eV) = 9.2

(Q)
Density functional theory data (ωB97M-V/def2-TZVPD) for C6H16N2O in the gas phase.

Each line ends with the Löwdin charge.
Geometry (Å):
C -2.840 0.362 -0.446  -0.1322
C -1.027 -1.027 0.235  -0.2418
C -0.048 -0.601 1.344  -0.1601
C 1.198 0.146 0.851  -0.2739
C 2.185 -0.534 -0.262  -0.2776
C 1.002 1.620 0.529  -0.2427
H -3.538 -0.401 -0.719  0.0691
H -2.970 0.484 0.638  0.0872
H -3.057 1.354 -0.896  0.0925
H -1.487 -0.463 -1.658  0.1243
H -1.814 -1.632 0.757  0.1223
H -0.455 -1.762 -0.331  0.0958
H -0.507 0.139 2.018  0.1097
H 0.232 -1.578 1.806  0.1245
H 1.766 0.241 1.794  0.1303
H 2.614 -1.354 0.248  0.0943
H 3.033 0.170 -0.176  0.1141
H 1.415 -0.098 -2.029  0.0470
H 1.492 -1.730 -1.689  0.0826
H 1.882 2.206 0.722  0.1118
H 0.277 2.007 1.188  0.0920
H -0.300 1.408 -0.829  0.0293
N -1.488 -0.023 -0.732  -0.1329
N 1.880 -0.803 -1.553  0.0256
O 0.556 1.871 -0.810  -0.0912

Results
- E_HOMO (eV) = -8.46
- structure (SMILES) = CNCC[C@@H](CN)CO
- lowest unoccupied orbital energy (eV) = 0.80
- gap between HOMO and LUMO (eV) = 9.3

Quick one: least stable of them? (Q)

(P)
Density functional theory data (ωB97M-V/def2-TZVPD) for 2 unconnected molecules or ions with the total composition C2H2N2O2S.

Each line ends with the Löwdin charge.
Geometry (Å):
C -1.191 0.450 0.016  -0.4600
C 0.103 0.367 0.205  -0.0366
N -2.505 -1.484 0.849  0.2189
N -2.618 -2.217 0.025  -0.2681
O -3.671 0.709 -0.572  -0.5966
O -2.467 -2.958 -0.867  0.0977
S -2.535 1.382 0.047  0.8821
H 0.782 0.835 -0.652  0.1223
H 0.594 -0.096 1.002  0.0402

Results
- E_HOMO (alpha / beta) (eV) = -9.24 / -9.24
- lowest unoccupied orbital energy (alpha / beta) (eV) = -0.32 / -0.32
- gap between HOMO and LUMO (alpha / beta) (eV) = 8.9 / 8.9

(Q)
Density functional theory data (ωB97M-V/def2-TZVPD) for C2H2N2O2S in the gas phase.

Each line ends with the Löwdin charge.
Geometry (Å):
C -1.348 -0.881 -0.197  -0.0905
C 0.838 -0.611 0.204  -0.7916
H 0.827 2.224 0.720  0.1019
H -2.470 -1.145 -0.642  0.1941
N 0.159 0.484 0.282  -0.1829
N -0.258 -1.718 0.189  0.1209
O 0.844 1.775 -0.129  0.0225
O -1.101 0.483 -0.243  0.0290
S 2.509 -0.612 -0.185  0.5967

Results
- E_HOMO (eV) = -8.70
- structure (SMILES) = On1ocnc1=S
- lowest unoccupied orbital energy (eV) = -0.46
- gap between HOMO and LUMO (eV) = 8.2

Quick one: least stable of them? (Q)